{"formula": "C23H32NO4Sm", "method": "wB97M-V/def2-TZVPD", "species": ["O", "C", "C", "H", "H", "C", "H", "H", "C", "H", "H", "H", "C", "H", "H", "H", "Sm", "C", "C", "C", "H", "C", "C", "H", "H", "H", "H", "C", "C", "C", "H", "C", "C", "H", "H", "H", "H", "O", "C", "C", "H", "H", "C", "H", "H", "C", "H", "H", "H", "H", "O", "C", "C", "C", "C", "O", "N", "H", "H", "H", "H"], "coordinates": [[-3.8179, -0.0635, -2.3930], [-4.9359, -0.7365, -1.6404], [-5.7091, -1.1036, -2.8996], [-5.4088, 0.0260, -1.0107], [-4.5540, -1.5759, -1.0486], [-4.6607, -0.2852, -3.6663], [-6.7043, -0.6673, -2.9581], [-5.7494, -2.1624, -3.1407], [-5.2971, 0.9904, -4.1800], [-5.9914, 1.3763, -3.4246], [-5.8789, 0.7703, -5.0926], [-4.5447, 1.7479, -4.4227], [-3.8516, -0.9955, -4.7371], [-3.4370, -1.9412, -4.3646], [-3.0343, -0.3442, -5.0785], [-4.4685, -1.2194, -5.6234], [-2.0918, 0.4077, -1.1230], [1.0513, -0.5710, -0.5879], [0.9484, -1.4694, 0.5058], [0.1012, -2.5456, 0.1203], [1.4631, -1.3653, 1.4590], [-0.3405, -2.3138, -1.2161], [0.2615, -1.0898, -1.6637], [0.1840, -0.6664, -2.6671], [1.6512, 0.3339, -0.6167], [-0.1301, -3.4132, 0.7335], [-0.9869, -2.9624, -1.8096], [-0.5416, 2.4156, -1.0832], [-0.5417, 1.9496, -2.4334], [-1.8478, 2.1662, -2.9706], [0.3242, 1.5472, -2.9575], [-2.6562, 2.7685, -1.9425], [-1.8477, 2.9097, -0.7695], [-2.1577, 3.3458, 0.1875], [0.3351, 2.4457, -0.4370], [-2.1540, 1.9677, -4.0025], [-3.6969, 3.0846, -2.0486], [-4.1318, -4.2688, -1.3301], [-3.2517, -5.0743, -2.1490], [-2.1413, -5.6645, -1.2755], [-2.8168, -4.4991, -2.9832], [-3.8079, -5.9114, -2.6186], [-2.5664, -5.3571, 0.1794], [-1.1738, -5.2365, -1.5630], [-2.1090, -6.7489, -1.4297], [-3.8914, -4.5744, 0.0865], [-1.8330, -4.7519, 0.7160], [-2.7067, -6.2973, 0.7241], [-3.8193, -3.6222, 0.6546], [-4.7111, -5.1690, 0.5561], [-2.8858, -0.3029, 1.0522], [-1.9130, 0.2135, 1.6985], [-1.6655, 0.1435, 3.1898], [-0.3279, 0.8533, 3.3514], [0.0610, 1.3046, 1.9523], [1.0738, 1.9101, 1.6232], [-0.9362, 0.8871, 1.0714], [-2.4551, 0.6821, 3.7287], [-1.6082, -0.8997, 3.5286], [-0.3928, 1.7445, 3.9876], [0.4611, 0.1995, 3.7485]], "atomic_forces_ev_per_a": [[-3.131, -1.284, -1.873], [0.223, -0.007, 0.523], [0.484, 0.139, 0.159], [0.042, -0.309, -0.034], [-0.052, 0.188, -0.079], [-0.120, -0.065, -0.700], [0.028, -0.120, 0.021], [0.167, -0.034, 0.135], [0.276, 0.355, 0.145], [0.196, 0.168, -0.182], [0.266, -0.027, 0.406], [-0.153, -0.061, 0.029], [0.278, 0.002, 0.112], [-0.040, 0.255, -0.046], [-0.107, -0.201, 0.133], [0.032, 0.125, 0.456], [2.794, -1.909, 2.462], [-0.283, -0.714, -0.044], [-0.124, -0.086, -1.012], [-0.013, 0.639, -0.465], [-0.132, -0.024, -0.210], [-0.053, 0.294, 0.519], [-0.455, 0.205, 0.555], [0.222, -0.287, 0.129], [-0.165, -0.162, 0.059], [-0.016, 0.211, -0.133], [0.255, 0.099, 0.123], [0.039, 0.891, -1.038], [-0.361, 1.262, 0.312], [0.065, 0.536, 0.251], [-0.355, 0.099, 0.190], [0.724, 0.200, -0.184], [0.270, 0.496, -1.077], [0.145, -0.315, -0.506], [-0.474, -0.209, -0.114], [0.075, 0.016, 0.498], [0.372, -0.212, 0.059], [0.710, -0.476, 0.652], [-0.318, -0.488, -0.219], [-0.104, 0.042, 0.094], [-0.392, 0.256, 0.429], [-0.115, 0.494, 0.264], [-0.003, 0.051, -0.063], [-0.168, -0.123, 0.368], [0.193, 0.248, 0.002], [0.021, 0.085, -0.061], [0.026, -0.190, -0.183], [0.024, 0.271, 0.007], [-0.121, -0.406, -0.551], [0.236, 0.411, -0.766], [0.355, 0.584, 0.357], [1.020, 0.314, -0.194], [-0.145, -0.164, 0.262], [0.459, 0.250, 0.356], [0.316, 0.042, -0.820], [-1.190, -0.610, 0.593], [-1.292, -0.615, 0.245], [-0.025, -0.393, -0.111], [-0.311, 0.262, -0.114], [0.101, -0.244, -0.031], [-0.194, 0.246, -0.093]], "homo_lumo_gap_ev": [6.66, 6.70], "spin_multiplicity": 6, "mol_weight_g_mol": 536.87, "e_homo_ev": [-6.57, -6.59], "s_squared": 8.769}